1.
Density functional theory data (ωB97M-V/def2-TZVPD) for C14H32F6NO10PtS7 as an isolated structure at a distorted geometry.

HOMO (alpha / beta), eV: -10.10 / -11.02
Energy, Eh: -4865.079104
⟨S²⟩: 2.0049
Strongest force on any atom, eV Å⁻¹: 4.9
Total charge: +1
2S+1: 3
Kohn-Sham gap (alpha / beta), eV: 8.01 / 8.91

Each line ends with the Löwdin spin population.
Geometry (Å):
Pt -0.39 0.20 0.11  1.493
C 0.16 -0.63 4.25  0.000
F 1.36 -0.20 4.61  0.000
F 0.37 -1.64 3.44  0.000
F -0.53 -0.94 5.31  0.000
S -0.77 0.74 3.27  0.003
O -1.95 0.08 2.74  0.000
O -1.06 1.83 4.20  0.005
N 0.34 1.02 1.94  0.046
S 1.16 2.25 2.53  0.010
O 0.56 3.52 2.13  0.002
O 1.59 2.20 3.94  0.017
C 2.86 2.08 1.54  0.000
F 3.66 3.03 1.99  0.000
F 3.35 0.87 1.69  0.000
F 2.71 2.32 0.23  0.000
C 4.16 -3.02 0.77  0.000
C 4.67 -2.01 -0.25  0.001
C 3.60 -1.92 -1.45  0.010
S 2.00 -2.07 -0.61  0.016
O 1.28 -3.17 -1.22  0.001
O 1.40 -0.75 -0.45  0.052
C 2.68 -2.54 0.98  0.000
H 4.76 -3.11 1.67  0.000
H 4.14 -3.98 0.24  0.000
H 5.63 -2.27 -0.68  0.000
H 4.85 -1.08 0.30  0.000
H 3.70 -2.58 -2.30  0.001
H 3.66 -0.89 -1.80  0.000
H 2.08 -3.22 1.59  0.000
H 2.72 -1.63 1.58  0.000
C 2.26 1.68 -3.00  0.002
S 0.50 2.11 -2.61  0.021
O 0.37 1.60 -1.21  0.058
C 0.90 3.88 -2.22  0.005
H 2.93 1.97 -2.19  0.000
H 2.75 2.08 -3.89  0.001
H 2.33 0.60 -3.15  0.000
H 1.03 3.94 -1.14  0.000
H 0.06 4.58 -2.26  0.000
H 1.69 4.33 -2.81  0.001
C -1.47 -4.31 0.03  0.007
S -1.65 -2.96 1.23  0.024
O -0.96 -1.71 0.70  0.044
C -3.46 -2.65 0.98  0.000
H -0.59 -4.95 0.15  0.000
H -1.33 -3.96 -0.99  0.000
H -2.39 -4.90 -0.01  0.001
H -4.04 -3.57 1.03  0.000
H -3.64 -2.20 0.01  0.000
H -3.74 -1.99 1.80  0.000
C -2.11 3.74 0.79  0.002
S -3.11 2.47 -0.05  0.033
O -2.23 1.22 0.10  0.048
C -4.34 2.46 1.34  0.005
H -1.73 3.28 1.70  0.000
H -2.62 4.68 1.00  0.000
H -1.28 4.06 0.16  0.000
H -4.87 3.41 1.44  0.002
H -3.86 2.30 2.30  0.000
H -4.94 1.59 1.08  0.000
C -1.54 -0.60 -4.36  0.004
S -2.04 -1.28 -2.72  0.038
O -1.23 -0.62 -1.59  0.042
C -3.73 -0.46 -2.59  0.001
H -2.27 -0.90 -5.10  0.002
H -0.51 -0.92 -4.51  0.000
H -1.58 0.47 -4.11  0.000
H -4.47 -1.05 -3.12  0.001
H -3.80 0.57 -2.96  0.000
H -4.08 -0.51 -1.56  0.000

***

2.
Density functional theory data (ωB97M-V/def2-TZVPD) for a 3-piece molecular cluster, C14H32I2N7O3 overall at a distorted geometry.

HOMO, eV: -11.09
Energy, Eh: -1756.881686
Strongest force on any atom, eV Å⁻¹: 3.5
Total charge: +1
Kohn-Sham gap, eV: 8.67

Each line ends with the Mulliken charge.
Geometry (Å):
C 2.63 -3.09 2.07  -1.170
C 2.85 -1.61 2.40  -0.500
C 2.72 -0.68 1.19  -0.164
C 2.13 0.68 1.51  -0.793
C 1.78 1.48 0.26  -0.613
C 0.53 1.03 -0.54  -0.535
N -0.49 2.10 -0.51  -0.111
C -1.50 2.20 0.29  -0.012
N -2.30 3.36 0.34  -0.421
C -2.37 3.53 1.81  -0.227
O -1.22 4.08 2.32  -0.519
C -2.69 2.08 2.24  -0.506
N -2.00 1.34 1.20  0.798
C -2.50 0.04 0.77  -1.233
I -1.57 -1.64 1.78  0.261
C -4.04 -0.05 0.79  -0.717
C -4.54 -1.06 -0.22  -1.422
I -4.69 -0.79 2.74  0.118
H 3.55 -3.64 2.18  0.334
H 2.32 -3.24 1.04  0.358
H 1.88 -3.55 2.71  0.250
H 3.83 -1.53 2.85  0.401
H 2.16 -1.31 3.18  0.370
H 2.14 -1.19 0.43  0.300
H 3.70 -0.56 0.77  -0.096
H 1.27 0.63 2.17  0.417
H 2.89 1.25 2.03  0.355
H 1.66 2.54 0.49  0.422
H 2.62 1.41 -0.43  0.297
H 0.15 0.05 -0.30  0.136
H 0.85 0.98 -1.57  0.468
H -0.37 2.87 -1.16  0.286
H -1.64 4.11 0.08  0.388
H -3.27 4.13 1.98  0.498
H -1.36 4.19 3.28  0.387
H -2.34 1.91 3.24  0.242
H -3.77 2.06 2.23  0.339
H -2.21 -0.10 -0.25  0.766
H -4.52 0.91 0.72  0.617
H -4.40 -2.04 0.19  0.374
H -5.61 -0.91 -0.29  0.467
H -4.06 -0.95 -1.18  0.437
C 5.58 0.78 -1.47  0.620
O 4.40 0.79 -1.14  -0.611
N 6.34 -0.35 -1.42  -0.392
N 6.22 1.90 -1.91  -0.408
H 7.30 -0.38 -1.69  0.166
H 5.89 -1.19 -1.10  0.220
H 5.68 2.75 -1.96  0.205
H 7.18 1.92 -2.19  0.170
C -3.58 -3.04 -3.71  0.646
O -4.13 -2.18 -3.03  -0.628
N -2.31 -3.49 -3.44  -0.342
N -4.19 -3.62 -4.78  -0.423
H -1.85 -4.19 -3.98  0.172
H -1.84 -3.09 -2.66  0.178
H -5.12 -3.32 -5.00  0.221
H -3.76 -4.33 -5.35  0.159